# 1
Density functional theory data (wB97M-V/def2-TZVPD) for 9 unconnected molecules or ions with the total composition C52H51F8NO in a non-equilibrium geometry.

XYZ file:
```
113
Properties=species:S:1:pos:R:3:mulliken_charge:R:1
C 0.1770 -0.1788 4.4812 -0.6234
O 0.5468 -1.4950 4.1227 -0.4422
C -0.6512 -2.2198 3.8676 -0.1048
C -0.2071 -3.6444 3.4376 0.0681
C 0.6995 -3.6082 2.1531 -1.0556
N -1.3761 -4.5261 3.3892 -0.6604
H 1.0569 0.4417 4.6491 0.2734
H -0.4518 -0.1887 5.3375 0.4587
H -0.2885 0.3518 3.6623 0.0629
H -1.1436 -2.4607 4.8080 0.5682
H -1.3558 -1.6691 3.1737 -0.3087
H 0.5335 -3.9601 4.2298 0.3840
H 1.3611 -4.4641 2.0568 0.4288
H 1.3659 -2.7602 2.2060 0.4240
H 0.0859 -3.4414 1.2379 0.0052
H -1.5618 -4.4974 2.3557 0.2609
H -1.1089 -5.4500 3.6809 0.2873
F -2.1188 3.7929 -1.8267 -0.3171
C -3.1690 2.9622 -1.7904 -0.1283
C -3.0426 1.6967 -2.2923 0.7735
C -4.0701 0.8336 -2.3222 -0.7263
C -5.2811 1.2637 -1.7954 -0.4998
C -5.5175 2.5985 -1.3834 -0.8220
C -4.4030 3.4752 -1.3879 -0.5007
H -2.0648 1.3590 -2.5478 0.5524
H -4.0764 -0.1844 -2.6678 0.3552
H -6.1368 0.5965 -1.6978 0.3959
H -6.4905 2.9271 -1.0502 0.4135
H -4.4449 4.4491 -0.9618 0.4853
F 1.5620 0.7573 -6.2234 -0.3681
C 0.9556 1.8257 -5.6326 0.8129
C 1.7282 2.9436 -5.3611 -0.6171
C 1.0937 4.0258 -4.7855 -0.1393
C -0.2835 4.0489 -4.6120 -0.9277
C -1.0309 2.9139 -4.9681 -0.1586
C -0.4799 1.8103 -5.5066 -0.6199
H 2.8458 2.8965 -5.3673 0.3352
H 1.6877 4.8361 -4.3819 0.3638
H -0.6944 4.9415 -4.1284 0.3334
H -2.0983 2.8871 -4.9394 0.4613
H -1.0405 0.9308 -5.7786 0.5035
F -3.5329 4.6512 4.8579 -0.3190
C -2.2425 4.5744 4.4005 0.4263
C -1.3363 3.5607 4.8103 -0.7127
C -0.0078 3.7256 4.5121 -0.0314
C 0.4734 4.8931 3.9535 -0.6843
C -0.4292 5.8892 3.5373 -0.3243
C -1.7828 5.7722 3.8540 -0.5173
H -1.6838 2.7041 5.3419 0.5257
H 0.7128 2.9818 4.7781 0.4079
H 1.5297 5.0589 3.7823 0.4211
H -0.0887 6.8455 3.1383 0.4087
H -2.4960 6.5642 3.6534 0.4106
F 5.2536 -5.7344 -3.7223 -0.3347
C 4.4124 -5.0995 -2.8936 0.4776
C 3.5687 -5.8548 -2.1670 -0.4169
C 2.6368 -5.2650 -1.3547 -0.3777
C 2.6008 -3.9176 -1.2121 -0.1534
C 3.4337 -3.1253 -1.9938 -0.4493
C 4.4022 -3.7233 -2.8320 -0.7822
H 3.6278 -6.9645 -2.2561 0.3381
H 1.9688 -5.8902 -0.7955 0.4345
H 1.9391 -3.3667 -0.5857 0.3152
H 3.3172 -2.0574 -2.1370 0.4255
H 5.1066 -3.1634 -3.3868 0.4962
F 2.8356 1.9779 3.8003 -0.0608
C 4.1434 1.7835 3.3499 0.4792
C 4.3327 1.6315 1.9945 -0.1405
C 5.6107 1.3071 1.5825 -0.3844
C 6.6680 1.1730 2.4277 -0.5986
C 6.4846 1.3606 3.8057 -0.3845
C 5.1884 1.6726 4.2717 -0.6966
H 3.4599 1.7465 1.2900 0.2668
H 5.7903 1.0340 0.5540 0.3676
H 7.6184 0.8512 2.0131 0.3667
H 7.2020 1.1113 4.5722 0.3541
H 5.0158 1.8738 5.3116 0.4161
F -3.3357 -3.2916 0.3814 -0.4050
C -3.3804 -2.0499 0.9331 0.1934
C -2.8058 -0.9991 0.3375 0.4800
C -2.9401 0.2356 0.9945 -0.2088
C -3.5689 0.2776 2.2002 -0.9981
C -4.1597 -0.8073 2.8141 -0.6237
C -4.0160 -2.0539 2.1987 -0.5987
H -2.3414 -1.0809 -0.6291 0.1807
H -2.5098 1.1287 0.5463 0.4493
H -3.5087 1.2145 2.7346 0.5129
H -4.6988 -0.7917 3.7287 0.4563
H -4.3489 -3.0404 2.4691 0.4665
F -2.3233 -0.6447 -4.2830 -0.3357
C -1.6579 -1.8658 -4.1085 0.5492
C -2.0920 -2.6819 -3.0525 -0.2679
C -1.3998 -3.8648 -2.8524 -0.5740
C -0.3295 -4.1708 -3.6775 -0.3840
C 0.0568 -3.3464 -4.7379 -0.6402
C -0.6050 -2.1438 -4.9296 -0.4417
H -2.9420 -2.3862 -2.5035 0.5815
H -1.6697 -4.5298 -2.0069 0.3280
H 0.3078 -5.0717 -3.6024 0.3265
H 0.9478 -3.5372 -5.3199 0.4072
H -0.3131 -1.4774 -5.6874 0.4749
F 0.2240 -1.8376 -1.1011 -0.1017
C 0.3830 -0.5325 -0.8599 -0.9432
C 0.6074 -0.0738 0.3827 0.7272
C 0.7665 1.2508 0.6424 -1.2481
C 0.7590 2.1683 -0.3772 -0.9873
C 0.4801 1.7346 -1.6816 0.4636
C 0.3049 0.3799 -1.9428 -0.1785
H 0.5394 -0.7320 1.2743 -0.2270
H 0.8247 1.6076 1.6321 1.3919
H 0.9557 3.2245 -0.1492 0.5484
H 0.5884 2.4210 -2.5102 0.0593
H 0.3556 -0.0305 -2.9535 0.6099
```

DFT total energy ... -80026.082 eV
HOMO ... -9.096 eV
Lowest unoccupied orbital energy ... 0.551 eV
F_max ... 3.725 eV/Å
Structure (SMILES) ... COC[C@H](C)N.Fc1ccccc1.Fc1ccccc1.Fc1ccccc1.Fc1ccccc1.Fc1ccccc1.Fc1ccccc1.Fc1ccccc1.Fc1ccccc1

# 2
Density functional theory data (wB97M-V/def2-TZVPD) for a molecular structure, C18H16N8S3SbSe3TeTi.

XYZ file:
```
51
Properties=species:S:1:pos:R:3:nbo_charge:R:1
Ti -0.1647 -0.3187 -0.2769 1.1316
N 4.2461 0.2811 -0.4967 -0.5967
C 2.9862 -0.1166 -0.8119 0.3825
N 1.9173 0.4557 -0.3863 -0.6128
C 2.0383 1.5551 0.4944 0.2974
N 0.9813 2.2162 0.8026 -0.2553
N -0.1393 1.6318 0.2958 -0.5230
C -1.2338 2.4388 0.1494 -0.1395
C -2.2097 1.8767 -0.6272 0.0566
C -3.4324 2.5034 -1.0404 -0.2272
C -4.2669 1.8738 -1.8992 -0.2247
C -3.9171 0.5793 -2.3962 -0.3661
C -2.7501 0.0195 -1.9757 0.0698
N -1.8897 0.5955 -1.0977 -0.6845
C 3.3414 1.8472 1.0763 -0.1147
C 3.5213 2.7125 2.1529 -0.1532
C 4.7832 2.9279 2.6786 -0.2394
C 5.8836 2.2632 2.1452 -0.2113
C 5.7194 1.3839 1.0884 -0.2687
C 4.4521 1.1770 0.5588 0.2455
H 4.9408 -0.4389 -0.6274 0.4156
H 2.9040 -0.9658 -1.4768 0.2431
H -1.2261 3.4585 0.5115 0.1881
H -3.6560 3.4915 -0.6535 0.1912
H -5.1853 2.3525 -2.2220 0.1861
H -4.5227 0.0619 -3.1265 0.2135
H -2.4475 -0.9454 -2.3689 0.2049
H 2.6453 3.1873 2.5732 0.2361
H 4.9090 3.5929 3.5237 0.2019
H 6.8691 2.4140 2.5686 0.1981
H 6.5648 0.8417 0.6806 0.2016
S -2.5108 -1.9060 -5.2419 -0.8762
Sb -0.2670 -1.7532 -5.0191 0.9027
S 0.4320 -1.5487 -2.5766 -0.4168
S 0.3615 0.2390 -3.7110 -0.3448
Se 1.1382 -2.6561 0.8020 -0.0577
Se 3.4179 -3.0013 0.4708 -0.6851
Te 2.6448 -0.4259 4.7167 -0.2424
Se 0.7791 -0.9160 2.3858 -0.3770
N -3.7723 -4.5956 -0.2445 -0.7984
C -3.3867 -3.4113 0.3567 0.3474
C -2.2102 -2.7599 -0.0423 -0.0182
N -1.8520 -1.6112 0.4962 -0.4294
C -2.6507 -1.0799 1.4362 -0.0132
C -3.7970 -1.7343 1.8146 0.0072
N -4.1746 -2.9077 1.2918 -0.4535
H -3.0372 -5.1324 -0.6738 0.3828
H -4.4233 -5.1358 0.3010 0.3837
H -1.5666 -3.1716 -0.8111 0.2194
H -2.3420 -0.1336 1.8592 0.2334
H -4.4451 -1.3121 2.5729 0.1893
```

DFT total energy ... -296342.155 eV
ΔE to the lowest compared entry with this formula, charge and spin ... 177.9 kJ/mol
HOMO (spin up / spin down) ... -0.518 / -0.457 eV
Lowest unoccupied orbital energy (spin up / spin down) ... 4.038 / 3.554 eV
F_max ... 0.607 eV/Å
Net charge ... -2
2S+1 ... 4

# 3
Density functional theory data (wB97M-V/def2-TZVPD) for a molecular structure, C7H17N2S in a non-equilibrium geometry.

XYZ file:
```
27
Properties=species:S:1:pos:R:3:nbo_charge:R:1
C 1.5260 1.0440 -0.8345 -0.4275
C 1.8629 -0.4813 -0.5749 -0.2374
C 0.2065 -1.8540 0.3520 0.0024
C 0.1187 1.4354 -0.3321 0.1302
C 0.0002 2.9380 -0.5201 -0.6103
C -1.0511 0.7086 -1.1270 -0.6149
C -1.8516 -3.6107 1.5132 -0.7307
N 1.0799 -0.9539 0.4453 -0.5063
N 0.0764 1.0617 1.0753 -0.7492
S -0.8834 -2.0831 1.6402 0.2811
H 2.2587 1.6978 -0.4955 0.2240
H 1.6388 1.3221 -1.8653 0.2410
H 1.5930 -0.8472 -1.5109 0.1954
H 2.9300 -0.6451 -0.3542 0.2359
H 0.1372 -2.4807 -0.4980 0.1993
H -0.8315 3.3840 -0.1153 0.2240
H -0.0608 3.1863 -1.5158 0.2310
H 0.8426 3.4100 -0.0250 0.2140
H -0.7546 -0.2822 -1.4471 0.2106
H -1.2755 1.3841 -2.0062 0.2430
H -1.9282 0.6487 -0.5449 0.2198
H -1.7101 -4.0637 0.4100 0.2478
H -2.9037 -3.2916 1.6565 0.2613
H -1.3733 -4.2692 2.2192 0.2518
H 0.5921 0.0586 1.1575 0.4296
H -0.7935 0.9639 1.4833 0.4117
H 0.5542 1.6195 1.8142 0.4222
```

DFT total energy ... -21342.241 eV
ΔE to the lowest compared entry with this formula, charge and spin ... 189.3 kJ/mol
HOMO ... -12.861 eV
Lowest unoccupied orbital energy ... -2.795 eV
F_max ... 3.527 eV/Å
Net charge ... +1

# 4
Density functional theory data (wB97M-V/def2-TZVPD) for 2 unconnected molecules or ions with the total composition C6H12 in a non-equilibrium geometry.

XYZ file:
```
18
Properties=species:S:1:pos:R:3:nbo_charge:R:1
C -0.7714 0.0332 1.9090 -0.3595
C 0.2315 -0.1663 1.0523 -0.2316
C 0.1391 -1.0534 -0.2267 -0.0107
C -1.0202 -1.2342 -0.8486 -0.3996
C 1.4047 -1.7440 -0.6362 -0.6414
H -0.5758 0.3531 2.9193 0.2002
H -1.8064 -0.0001 1.6119 0.1909
H 1.2537 -0.0814 1.3998 0.2006
H -1.0893 -1.7995 -1.7650 0.1975
H -1.9088 -0.7136 -0.5271 0.1931
H 2.1826 -1.0168 -0.8723 0.2168
H 1.2483 -2.3658 -1.5157 0.2195
H 1.7740 -2.3733 0.1747 0.2192
C -0.2093 2.4556 -0.5128 -0.8478
H 0.1096 1.3641 -0.3018 0.2264
H -0.6744 2.9631 0.3226 0.2104
H 0.6486 3.0132 -0.8725 0.2077
H -0.9366 2.3661 -1.3109 0.2083
```

DFT total energy ... -6414.697 eV
ΔE to the lowest compared entry with this formula, charge and spin ... 216.5 kJ/mol
HOMO ... -8.865 eV
Lowest unoccupied orbital energy ... 0.988 eV
F_max ... 2.852 eV/Å
Structure (SMILES) ... C=CC(=C)C.C

# 5
Density functional theory data (wB97M-V/def2-TZVPD) for CH5NOSi in the gas phase in a non-equilibrium geometry.

XYZ file:
```
9
Properties=species:S:1:pos:R:3:nbo_charge:R:1
N 0.2308 1.3236 -0.8221 -0.7767
C 0.0616 0.0250 -0.6701 0.2784
O 0.1750 -0.8248 -1.8626 -0.6960
Si -0.3074 -0.7673 1.0156 0.7718
H 0.6389 1.6594 -1.6730 0.4271
H 0.2497 1.7767 0.1421 0.3970
H 1.0075 -0.9316 1.6054 -0.1298
H -1.4426 -0.0641 1.4616 -0.1487
H -0.6136 -2.1970 0.8031 -0.1230
```

DFT total energy ... -12530.969 eV
ΔE to the lowest compared entry with this formula, charge and spin ... 150.8 kJ/mol
HOMO ... -9.105 eV
Lowest unoccupied orbital energy ... 0.565 eV
F_max ... 9.229 eV/Å
Structure (SMILES) ... NC(=O)[SiH3]

# 6
Density functional theory data (wB97M-V/def2-TZVPD) for a gas-phase ion, C11H23N2 (charge +1) in a non-equilibrium geometry.

XYZ file:
```
36
Properties=species:S:1:pos:R:3:nbo_charge:R:1
C -0.6213 1.9579 -0.2303 -0.0584
C 0.6267 1.7424 0.1537 -0.2996
C -1.5876 0.9044 -0.6154 -0.3474
C 1.6064 0.5779 0.1818 0.0312
C -1.1296 -0.3650 0.1942 0.1356
C 0.8591 -0.5466 -0.4733 0.2552
C -3.0803 1.2775 -0.5513 -0.6094
C 2.9623 0.5673 -0.4927 -0.6401
C -1.7558 -1.6520 -0.2322 -0.7021
C -1.1502 -0.2653 1.7848 -0.6717
C 1.2253 -1.9509 -0.1268 -0.6978
N 0.9652 -0.4664 -1.9556 -0.8881
N 1.9197 0.2631 1.6293 -0.7157
H -1.0827 2.9710 -0.4077 0.2383
H 1.0577 2.6849 0.3862 0.2167
H -1.4670 0.5481 -1.6281 0.2233
H -3.5307 1.0344 -1.5183 0.2265
H -3.3635 2.2757 -0.4195 0.2275
H -3.4591 0.6004 0.2641 0.2106
H 2.7724 1.5205 -1.0214 0.2613
H 3.0261 -0.2828 -1.1510 0.2558
H 3.8774 0.5885 0.1636 0.2108
H -1.6996 -1.8800 -1.3279 0.2209
H -2.8474 -1.4842 -0.1071 0.2329
H -1.5969 -2.5018 0.3484 0.2261
H -0.4019 -0.9679 2.1833 0.1922
H -2.1782 -0.3770 2.1881 0.2463
H -0.8500 0.7054 2.0301 0.1975
H 1.1772 -2.2689 0.9108 0.2013
H 2.2404 -2.0117 -0.5627 0.2248
H 0.4825 -2.5325 -0.6561 0.2550
H 0.2052 0.0517 -2.4157 0.3804
H 0.8787 -1.3486 -2.4840 0.3865
H 2.8353 0.6999 1.8336 0.4487
H 1.9172 -0.7929 1.8708 0.4614
H 1.1669 0.7236 2.2544 0.4637
```

DFT total energy ... -14750.228 eV
ΔE to the lowest compared entry with this formula, charge and spin ... 435.2 kJ/mol
HOMO ... -11.824 eV
Lowest unoccupied orbital energy ... -3.125 eV
F_max ... 4.810 eV/Å
Net charge ... +1